1.
{
  "formula": "C6H12O",
  "method": "ωB97M-V/def2-TZVPD",
  "symbols": ["C", "C", "O", "C", "C", "C", "C", "H", "H", "H", "H", "H", "H", "H", "H", "H", "H", "H", "H"],
  "coordinates": [[-1.807, -0.138, 0.471], [-0.552, -0.296, 1.252], [-0.495, 0.140, 2.515], [0.557, -1.056, 0.743], [1.290, 0.160, 0.126], [0.643, 1.017, -0.959], [0.738, 0.040, -2.110], [-2.452, -1.011, 0.655], [-1.595, -0.120, -0.605], [-2.369, 0.764, 0.745], [-1.197, 0.787, 2.673], [1.178, -1.500, 1.523], [0.292, -1.794, -0.022], [1.878, 0.694, 0.880], [1.843, -0.363, -0.897], [1.340, 1.844, -1.139], [-0.322, 1.493, -0.701], [0.730, 0.444, -3.128], [0.065, -0.823, -2.028]],
  "forces_ev_per_angstrom": [[0.015, -0.324, 0.134], [-1.439, -0.082, -0.527], [-0.130, 0.396, 1.190], [0.456, 0.699, -0.340], [1.182, -1.147, -1.586], [-0.097, 0.318, 0.279], [-1.469, 0.692, -0.501], [-0.156, 0.088, -0.081], [-0.124, 0.002, 0.225], [0.083, -0.079, -0.056], [0.191, -0.173, -0.020], [-0.065, -0.017, -0.120], [-0.010, 0.069, 0.200], [0.022, -0.126, -0.297], [0.721, 0.145, 1.590], [-0.100, -0.106, -0.018], [0.172, -0.242, -0.264], [0.337, -0.150, 0.148], [0.410, 0.035, 0.045]],
  "spin_multiplicity": 1,
  "gap_ha": [0.30857, 0.22124],
  "de_lowest_kcal_mol": 132.3,
  "homo_ev": [-7.7, -5.8],
  "largest_force_ev_per_a": 2.29,
  "e_lumo_ev": [0.70, 0.17]
}



2.
{
  "formula": "C6H12O",
  "method": "ωB97M-V/def2-TZVPD",
  "symbols": ["C", "C", "C", "C", "C", "C", "H", "H", "H", "H", "H", "H", "H", "H", "H", "H", "O", "H", "H"],
  "coordinates": [[1.441, 1.962, 1.477], [0.700, 0.932, 1.132], [-0.476, 1.034, 0.217], [-1.137, -0.264, -0.290], [-1.926, -0.217, -1.354], [-0.857, -1.593, 0.356], [1.203, 2.961, 1.176], [2.299, 1.904, 2.134], [0.993, -0.057, 1.461], [-0.303, 1.652, -0.635], [-1.328, 1.500, 0.732], [-2.428, -1.064, -1.770], [-2.143, 0.722, -1.855], [-0.229, -1.589, 1.249], [-0.358, -2.349, -0.239], [-1.793, -2.053, 0.683], [2.469, -1.217, -1.702], [2.079, -1.731, -0.978], [1.794, -0.534, -1.793]],
  "forces_ev_per_angstrom": [[0.402, 0.297, 0.565], [0.208, -0.360, -0.454], [-1.655, -1.024, 0.559], [1.091, -0.129, -0.472], [-0.091, 0.756, -0.090], [-0.149, -0.611, 1.123], [-0.221, 0.479, -0.337], [-0.018, -0.322, -0.030], [-0.014, 0.002, 0.132], [0.391, 0.523, -0.544], [0.334, 0.290, 0.258], [-0.140, -0.559, -0.006], [0.119, 0.010, 0.057], [-0.177, 0.504, 0.077], [-0.031, 0.120, -0.771], [-0.008, 0.014, -0.081], [-0.607, -0.104, 0.526], [0.416, -0.098, -0.213], [0.151, 0.212, -0.301]],
  "spin_multiplicity": 1,
  "gap_ha": 0.37133,
  "de_lowest_kcal_mol": 45.2,
  "homo_ev": -9.3,
  "largest_force_ev_per_a": 2.02,
  "e_lumo_ev": 0.83
}



3.
{
  "formula": "C6H12O2",
  "method": "ωB97M-V/def2-TZVPD",
  "symbols": ["C", "C", "C", "C", "C", "C", "O", "H", "H", "H", "H", "H", "H", "H", "H", "H", "H", "O", "H", "H"],
  "coordinates": [[2.795, -0.623, 0.198], [1.325, -0.668, -0.050], [0.480, -1.676, -0.295], [-0.992, -1.503, -0.638], [-1.248, -0.305, -1.482], [-2.122, 0.629, -0.711], [-2.598, 1.651, -1.186], [3.306, -0.548, -0.823], [3.167, -1.591, 0.709], [2.975, 0.248, 0.963], [0.873, 0.290, -0.040], [0.841, -2.588, -0.028], [-1.567, -1.577, 0.335], [-1.496, -2.377, -1.246], [-1.677, -0.532, -2.571], [-0.382, 0.504, -1.562], [-2.474, 0.039, 0.140], [-0.790, 3.512, 2.598], [-0.368, 4.242, 3.097], [-0.047, 2.873, 2.592]],
  "forces_ev_per_angstrom": [[0.803, -0.729, 1.329], [-1.016, -0.447, -0.312], [-0.159, 2.160, 0.220], [-0.184, -2.848, -0.579], [0.664, 2.898, -1.688], [-2.703, 0.319, -2.826], [0.901, -1.097, 1.577], [-0.309, 0.371, 1.689], [-0.458, 1.427, -0.878], [0.208, -1.517, -1.855], [-0.205, 1.186, -0.428], [0.794, -3.013, 0.101], [0.390, 0.589, -0.968], [1.632, 1.085, 1.280], [0.982, 0.716, 2.470], [-0.916, -2.304, -0.471], [-0.433, 1.213, 1.329], [1.410, 0.087, 0.597], [-0.639, -0.326, -0.403], [-0.760, 0.230, -0.184]],
  "spin_multiplicity": 1,
  "gap_ha": 0.36006,
  "de_lowest_kcal_mol": 85.4,
  "homo_ev": -9.3,
  "largest_force_ev_per_a": 3.92,
  "e_lumo_ev": 0.53
}



4.
{
  "formula": "C6H12O2",
  "method": "ωB97M-V/def2-TZVPD",
  "symbols": ["C", "C", "C", "C", "C", "C", "O", "H", "H", "H", "H", "H", "H", "H", "H", "H", "H", "O", "H", "H"],
  "coordinates": [[-1.372, -0.718, -0.607], [-0.421, -0.821, 0.356], [0.434, -2.049, 0.199], [-0.161, 0.242, 1.400], [1.033, 1.144, 1.193], [0.515, 2.432, 0.638], [1.134, 3.494, 0.361], [-1.596, -1.265, -1.461], [-2.143, -0.003, -0.386], [-0.206, -2.830, 0.609], [1.286, -1.970, 0.902], [0.703, -2.105, -0.830], [-1.086, 0.844, 1.428], [0.013, -0.339, 2.442], [1.838, 0.690, 0.427], [1.714, 1.440, 1.964], [-0.563, 2.595, 0.695], [-0.219, -0.055, -3.397], [0.067, -0.935, -3.192], [-0.970, 0.209, -2.742]],
  "forces_ev_per_angstrom": [[0.039, 2.208, 3.480], [-0.390, -0.134, -2.681], [0.306, 1.090, 2.525], [-0.413, -2.563, 2.852], [1.884, -0.523, -3.674], [1.659, 4.859, -0.366], [-1.044, -3.777, 0.612], [0.187, -1.714, -1.015], [-0.258, 0.771, -0.297], [0.339, -0.548, -0.563], [0.044, -0.277, -0.757], [0.411, -0.755, -0.539], [0.431, -0.227, 0.540], [-0.749, 1.347, -2.105], [-1.900, 0.860, 1.293], [-0.164, -0.199, 1.221], [-0.544, -0.543, -0.318], [-2.102, 1.768, 1.065], [-0.038, -0.637, 0.427], [2.303, -1.006, -1.702]],
  "spin_multiplicity": 1,
  "gap_ha": 0.37853,
  "de_lowest_kcal_mol": 76.7,
  "homo_ev": -9.6,
  "largest_force_ev_per_a": 5.15,
  "e_lumo_ev": 0.70
}



5.
{
  "formula": "C6H12O2",
  "method": "ωB97M-V/def2-TZVPD",
  "symbols": ["C", "C", "O", "C", "C", "C", "C", "H", "H", "H", "H", "H", "H", "H", "H", "H", "H", "O", "H", "H"],
  "coordinates": [[-2.732, 0.508, -0.580], [-1.354, 0.487, -0.605], [-0.480, 1.006, -1.651], [-0.488, -0.023, 0.542], [0.822, -0.102, 0.694], [1.506, -0.273, 2.087], [2.906, -0.916, 1.922], [-3.301, 1.230, -1.118], [-3.296, -0.414, -0.448], [-1.416, 1.399, -1.727], [-1.125, -0.105, 1.414], [1.617, 0.195, -0.004], [1.525, 0.720, 2.529], [0.846, -0.950, 2.686], [2.658, -1.953, 1.624], [3.510, -0.337, 1.164], [3.374, -0.774, 2.900], [-1.323, -0.074, -4.130], [-0.982, 0.319, -3.286], [-2.267, 0.057, -4.012]],
  "forces_ev_per_angstrom": [[1.696, -0.386, -0.911], [2.912, -2.742, 2.389], [-4.607, 1.109, 2.126], [-2.252, 0.111, -0.881], [1.679, 0.893, 1.148], [-1.269, -0.941, -1.371], [-1.024, 1.150, -0.097], [-0.089, 0.493, -0.995], [0.265, 0.287, 1.421], [1.862, 1.613, -2.955], [0.156, -0.550, 0.294], [-0.928, -0.320, -0.564], [0.160, 0.034, 0.223], [0.606, 0.708, -0.139], [1.056, 0.440, 0.206], [-0.590, -0.908, 0.644], [0.353, -0.757, -0.261], [0.165, 0.599, 1.063], [0.086, -0.664, -1.040], [-0.236, -0.169, -0.299]],
  "spin_multiplicity": 1,
  "gap_ha": 0.33085,
  "de_lowest_kcal_mol": 109.9,
  "homo_ev": -9.0,
  "largest_force_ev_per_a": 5.19,
  "e_lumo_ev": -0.03
}



6.
{
  "formula": "C6H12O2",
  "method": "ωB97M-V/def2-TZVPD",
  "symbols": ["O", "C", "C", "C", "C", "C", "C", "H", "H", "H", "H", "H", "H", "H", "H", "H", "H", "H", "H", "O"],
  "coordinates": [[2.131, 1.627, -0.432], [1.249, 1.820, -1.257], [0.545, 0.646, -1.872], [-0.644, 0.318, -0.968], [-0.425, -0.490, 0.256], [-1.142, -1.628, 0.521], [-0.652, -2.693, 1.417], [1.356, 2.832, -1.689], [0.179, 0.954, -2.863], [1.200, -0.159, -2.198], [-1.342, 1.155, -0.786], [-1.352, -0.318, -1.543], [0.483, -0.316, 0.833], [-2.091, -1.940, 0.093], [-1.123, -2.553, 2.407], [0.432, -2.758, 1.542], [-0.903, -3.701, 1.075], [0.681, 1.644, 1.750], [1.096, 3.045, 1.714], [0.322, 2.516, 2.000]],
  "forces_ev_per_angstrom": [[-1.285, -0.327, 0.402], [4.138, -0.049, -0.154], [-0.980, 1.505, -0.692], [-1.767, -2.097, -0.867], [1.419, 1.508, -1.047], [-0.609, -2.385, 1.181], [0.888, -0.383, -0.185], [-1.458, -0.085, -0.262], [-0.519, 0.177, 0.442], [0.277, -0.260, 1.061], [0.545, 0.297, 0.361], [0.246, 0.237, -0.077], [-0.156, 0.009, 0.119], [-0.116, 0.933, -0.420], [-0.026, 0.006, -0.046], [-0.058, 0.659, 0.227], [-0.625, 0.220, -0.040], [-0.355, 0.379, 0.423], [-0.695, 0.133, 0.367], [1.138, -0.478, -0.793]],
  "total_charge": 1,
  "spin_multiplicity": 2,
  "gap_ha": [0.32176, 0.18627],
  "de_lowest_kcal_mol": 56.3,
  "homo_ev": [-13.8, -13.8],
  "largest_force_ev_per_a": 4.14,
  "e_lumo_ev": [-5.02, -8.70]
}



7.
{
  "formula": "C6H12O2S2",
  "method": "ωB97M-V/def2-TZVPD",
  "symbols": ["C", "C", "C", "C", "C", "C", "O", "O", "S", "S", "H", "H", "H", "H", "H", "H", "H", "H", "H", "H", "H", "H"],
  "coordinates": [[-0.523, -1.587, -0.338], [-0.330, -1.611, -1.758], [0.705, 3.186, 0.349], [-0.673, -0.392, 0.492], [-0.302, 2.059, 0.744], [0.169, 0.786, 0.038], [-0.536, -4.171, 0.086], [-0.104, -2.745, 2.011], [2.077, -2.967, 0.208], [0.114, -3.021, 0.568], [0.581, -1.330, -2.138], [-1.040, -0.934, -2.216], [-0.614, -2.576, -2.333], [1.527, 3.344, 1.029], [0.225, 4.114, 0.478], [1.002, 3.119, -0.737], [-1.699, -0.052, 0.415], [-0.534, -0.683, 1.600], [-1.330, 2.376, 0.525], [-0.223, 1.594, 1.746], [0.203, 0.918, -1.122], [1.306, 0.574, 0.353]],
  "forces_ev_per_angstrom": [[2.915, -0.998, 1.772], [-3.966, -1.916, -2.406], [-0.700, -0.551, -0.119], [-0.148, -0.624, 1.072], [1.798, -0.769, -0.307], [2.256, 0.121, -1.765], [-0.985, -1.734, -1.542], [0.182, 0.009, -2.192], [-1.092, 0.685, -0.480], [0.460, 1.127, 4.165], [2.456, 0.747, -0.383], [-0.212, 0.707, -0.053], [0.721, 0.949, 1.611], [0.737, -0.782, -0.045], [-0.935, 1.328, -0.215], [-0.069, -0.100, 1.243], [-0.684, -0.040, -0.151], [-0.059, 0.484, -1.765], [0.220, -0.430, -0.020], [-0.262, 1.681, 0.326], [-0.241, -0.365, 1.936], [-2.393, 0.471, -0.683]],
  "spin_multiplicity": 1,
  "gap_ha": [0.25932, 0.21908],
  "de_lowest_kcal_mol": 120.5,
  "homo_ev": [-9.3, -9.1],
  "largest_force_ev_per_a": 5.02,
  "e_lumo_ev": [-2.23, -3.13]
}



8.
{
  "formula": "C6H12O3",
  "method": "ωB97M-V/def2-TZVPD",
  "symbols": ["O", "C", "O", "C", "C", "C", "C", "C", "O", "H", "H", "H", "H", "H", "H", "H", "H", "H", "H", "H", "H"],
  "coordinates": [[-2.772, 1.862, 1.669], [-2.445, 0.646, 1.699], [-2.719, -0.255, 0.613], [-1.653, -0.057, -0.404], [-0.821, -1.426, -0.520], [0.768, -1.245, -0.665], [1.440, -0.250, 0.398], [1.643, 1.265, -0.173], [3.007, 1.515, -0.594], [-1.938, 0.221, 2.647], [-1.046, 0.840, -0.037], [-2.189, 0.138, -1.406], [-1.080, -2.075, 0.383], [-1.177, -1.946, -1.491], [1.029, -1.007, -1.763], [1.232, -2.288, -0.472], [2.516, -0.643, 0.570], [0.949, -0.255, 1.435], [1.387, 1.980, 0.699], [0.876, 1.507, -1.006], [2.992, 1.472, -1.581]],
  "forces_ev_per_angstrom": [[1.458, -5.129, -0.033], [-1.691, 3.299, -0.394], [1.503, 1.854, 1.665], [-0.030, -0.599, -0.337], [0.125, 0.373, -0.782], [-0.075, -0.938, 0.552], [1.217, 0.170, -0.933], [-1.277, -0.131, 1.262], [-1.370, -0.296, -1.179], [-0.778, 0.181, -1.600], [-0.631, -1.276, -1.015], [0.947, 0.061, 1.688], [0.388, 0.913, -1.245], [0.443, 0.563, 1.767], [-0.274, 0.023, 1.793], [-0.823, 1.583, -0.415], [-1.686, 0.751, -0.192], [0.360, -0.007, -1.647], [0.637, -0.941, -1.418], [1.332, -0.502, 1.162], [0.222, 0.046, 1.301]],
  "spin_multiplicity": 1,
  "gap_ha": 0.40418,
  "de_lowest_kcal_mol": 78.2,
  "homo_ev": -10.3,
  "largest_force_ev_per_a": 5.33,
  "e_lumo_ev": 0.67
}



9.
{
  "formula": "C6H12O4",
  "method": "ωB97M-V/def2-TZVPD",
  "symbols": ["C", "C", "C", "O", "C", "O", "C", "O", "C", "O", "H", "H", "H", "H", "H", "H", "H", "H", "H", "H", "H", "H"],
  "coordinates": [[2.050, 2.648, -0.889], [2.228, 1.142, -0.734], [1.914, 0.633, 0.649], [1.560, 1.332, 1.573], [1.561, 0.286, -1.848], [2.347, -0.848, -2.143], [0.112, -0.164, -1.617], [0.122, -1.425, -0.764], [-0.818, 0.916, -1.103], [-1.910, 0.174, -0.612], [2.456, 2.976, -1.855], [2.587, 3.176, -0.091], [1.001, 2.961, -0.838], [3.301, 0.914, -0.858], [2.066, -0.457, 0.801], [1.569, 0.905, -2.757], [2.042, -1.573, -1.582], [-0.268, -0.485, -2.600], [-0.428, -2.094, -1.176], [-0.371, 1.499, -0.284], [-1.161, 1.559, -1.924], [-1.674, -0.796, -0.358]],
  "forces_ev_per_angstrom": [[-0.034, 0.193, 0.010], [0.240, -0.078, -0.104], [-0.076, 0.212, 0.547], [0.146, -0.344, -0.495], [0.083, -0.173, 0.191], [0.246, -0.140, -0.160], [0.846, -1.070, -0.949], [0.314, 1.968, -0.412], [0.002, -1.760, 1.106], [-1.417, -1.606, 0.758], [-0.089, -0.087, 0.205], [-0.172, -0.135, -0.209], [0.234, -0.057, 0.015], [-0.217, 0.018, -0.010], [-0.070, 0.142, -0.030], [-0.099, -0.081, 0.191], [-0.075, 0.088, 0.004], [0.089, -0.020, 0.332], [0.049, 0.024, -0.358], [-0.174, -0.020, -0.306], [0.197, -0.082, 0.231], [-0.021, 3.008, -0.555]],
  "spin_multiplicity": 1,
  "gap_ha": 0.36975,
  "de_lowest_kcal_mol": 46.6,
  "homo_ev": -9.8,
  "largest_force_ev_per_a": 3.06,
  "e_lumo_ev": 0.29
}



10.
{
  "formula": "C6H12O4",
  "method": "ωB97M-V/def2-TZVPD",
  "symbols": ["C", "C", "O", "C", "O", "H", "H", "H", "H", "H", "H", "C", "C", "O", "C", "O", "H", "H", "H", "H", "H", "H"],
  "coordinates": [[8.433, 5.221, -3.499], [8.832, 6.644, -3.044], [10.154, 7.014, -3.343], [10.354, 8.006, -4.243], [9.552, 8.531, -4.953], [7.335, 5.136, -3.554], [8.813, 4.438, -2.821], [8.850, 5.048, -4.505], [8.185, 7.461, -3.417], [8.758, 6.635, -1.939], [11.407, 8.349, -4.268], [13.045, 8.735, -3.076], [12.895, 7.421, -2.342], [11.673, 7.133, -1.716], [11.651, 6.023, -0.915], [12.608, 5.231, -0.718], [12.677, 8.531, -4.095], [14.077, 9.120, -3.145], [12.409, 9.514, -2.621], [13.194, 6.608, -3.033], [13.661, 7.483, -1.545], [10.685, 6.026, -0.372]],
  "forces_ev_per_angstrom": [[0.297, 0.480, -0.575], [-1.449, -0.126, 0.848], [-0.122, 0.326, -2.075], [0.378, -0.184, -0.050], [-0.926, -0.034, -0.062], [0.455, 0.056, 0.057], [-0.067, 0.418, -0.260], [-0.280, -0.077, 0.326], [-0.014, -0.776, 0.041], [0.089, 0.312, -0.371], [-1.536, -0.886, 0.074], [-1.014, 0.438, -0.648], [3.019, -0.530, 0.606], [0.349, -0.894, 2.196], [3.248, -0.753, 0.395], [-3.559, 2.779, -0.971], [1.372, 0.954, 0.480], [-0.372, -0.538, 0.316], [0.255, -0.164, -0.238], [-0.254, 0.136, 0.509], [-0.242, -0.579, -0.239], [0.374, -0.357, -0.357]],
  "spin_multiplicity": 1,
  "gap_ha": 0.40759,
  "de_lowest_kcal_mol": 60.5,
  "homo_ev": -10.3,
  "largest_force_ev_per_a": 4.62,
  "e_lumo_ev": 0.82
}



Number 1: total energy -310.84839 hartree. Number 2: total energy -310.98723 hartree. Number 3: total energy -386.18401 hartree. Number 4: total energy -386.19790 hartree. Number 5: total energy -386.14497 hartree. Number 6: total energy -385.89209 hartree. Number 7: total energy -1182.51262 hartree. Number 8: total energy -461.44132 hartree. Number 9: total energy -536.73094 hartree. Number 10: total energy -536.70878 hartree.